Record 1
Formula: C4H7N3
Source: the Open Molecules 2025 dataset
Level of theory: the ωB97M-V functional and the def2-TZVPD basis

Last column: Löwdin charge in e.
Positions of all 14 atoms, in Å:
C (0.19970, -0.87576, -1.50837)  -0.13
C (0.54044, -0.90594, 0.89527)  -0.21
N (-0.26036, -1.32646, -0.18970)  -0.15
C (-0.68561, 1.10986, 0.53004)  -0.11
N (0.39883, 0.65175, 1.06817)  0.03
C (-1.11522, 2.44851, 0.47243)  -0.26
N (-1.73575, 3.41023, 0.24065)  0.12
H (-0.35126, 0.00838, -1.86190)  0.07
H (0.07678, -1.68539, -2.23582)  0.07
H (1.26265, -0.60085, -1.47607)  0.08
H (1.58608, -1.19012, 0.72678)  0.12
H (0.17547, -1.39402, 1.80852)  0.12
H (-1.17513, -0.89857, -0.02383)  0.08
H (1.08338, 1.24839, 1.55381)  0.15

Calculated values
HOMO energy, eV: -8.84
Maximum force, hartree/bohr: 0.0226
ΔE to the lowest compared entry with this formula, charge and spin, kJ/mol: 277.2
HOMO-LUMO gap, eV: 8.77
Molecular weight, u: 97.12

Record 2
Formula: C3H10N2O
Source: the Open Molecules 2025 dataset
Level of theory: the ωB97M-V functional and the def2-TZVPD basis

Last column: Löwdin charge in e.
Positions of all 16 atoms, in Å:
C (1.22703, -1.42172, 0.69098)  -0.04
C (1.28551, -1.38954, -0.63303)  -0.30
N (1.42019, -0.35131, -1.55810)  0.05
H (1.30291, -2.38684, 1.16932)  0.04
H (1.22554, -0.59657, 1.38810)  0.05
H (1.36049, -2.33594, -1.16315)  0.10
H (1.27637, -0.59960, -2.51987)  0.08
H (0.88358, 0.48827, -1.40910)  0.05
N (-1.51401, 0.40153, 1.28252)  0.03
C (-0.92765, 1.52761, 0.66471)  -0.34
O (-1.32237, 1.83032, -0.71343)  -0.10
H (-2.51415, 0.55124, 1.30056)  0.08
H (-1.29789, -0.52730, 0.93528)  0.06
H (-1.19788, 2.42915, 1.19542)  0.11
H (0.14930, 1.37926, 0.57385)  0.09
H (-1.35700, 1.00144, -1.20407)  0.06

Calculated values
HOMO energy, eV: -8.73
Maximum force, hartree/bohr: 0.0334
ΔE to the lowest compared entry with this formula, charge and spin, kJ/mol: 164.6
HOMO-LUMO gap, eV: 9.57
SMILES string: C=CN.NCO
Molecular weight, u: 90.13

Record 3
Formula: C18H23AlBr2ClF4MgO4Si2
Source: the Open Molecules 2025 dataset
Level of theory: the ωB97M-V functional and the def2-TZVPD basis

Last column: Löwdin charge in e.
Positions of all 56 atoms, in Å:
C (1.15219, -1.83325, -1.70861)  -0.34
Si (0.78437, -1.50128, 0.11193)  0.55
F (-0.73174, -0.96707, 0.25326)  -0.37
C (1.96187, -0.30015, 1.06552)  -0.52
F (1.53592, -0.20443, 2.44572)  -0.30
F (3.19370, -0.94290, 1.11074)  -0.02
C (2.23235, 1.07317, 0.47294)  -0.24
C (0.96317, 1.94055, 0.24199)  -0.21
Si (0.93762, 2.70731, -1.51595)  0.61
C (0.45073, 1.37527, -2.80534)  -0.17
C (-0.18364, 4.22152, -1.61261)  -0.15
C (2.74912, 3.14168, -1.92170)  -0.30
C (3.29562, 2.91207, -3.20969)  -0.12
C (4.65481, 3.22543, -3.39880)  -0.09
C (5.45164, 3.74393, -2.37609)  -0.08
C (4.91221, 4.01113, -1.10954)  -0.06
C (3.56245, 3.69988, -0.90347)  -0.11
H (1.98171, -1.26445, -2.15973)  -0.03
H (1.27879, -2.92591, -1.84997)  0.05
H (0.20918, -1.53762, -2.23743)  -0.23
H (0.87537, -2.78820, 0.80806)  0.03
H (2.89652, 0.94551, -0.46438)  -0.10
H (2.87768, 1.60305, 1.20090)  0.14
H (1.04561, 2.80934, 0.92366)  0.09
H (0.00817, 1.45255, 0.49641)  0.09
H (-0.46222, 0.82613, -2.51113)  0.03
H (0.28882, 1.91119, -3.75862)  0.05
H (1.30380, 0.69397, -2.98722)  0.00
H (-1.23023, 3.88567, -1.54390)  0.04
H (-0.00269, 4.72763, -2.57614)  0.05
H (0.08489, 4.88964, -0.77554)  0.05
H (2.68805, 2.50961, -4.02651)  0.10
H (5.12264, 3.03875, -4.37082)  0.11
H (6.50891, 3.94990, -2.56066)  0.12
H (5.47512, 4.41507, -0.26526)  0.12
H (3.06019, 3.85712, 0.06103)  0.11
Mg (4.09919, 0.16053, -1.46156)  0.91
Br (-2.19743, -1.91069, -1.39445)  0.28
C (-3.59926, -2.64180, 2.48035)  -0.07
C (-3.78690, -3.95158, 2.69298)  -0.31
C (-5.03395, -4.46413, 3.36760)  -0.30
O (-5.18708, -5.64881, 3.52598)  0.16
C (-6.01982, -3.46919, 3.81080)  0.09
C (-5.81737, -2.16438, 3.59535)  -0.24
C (-4.59303, -1.66662, 2.89870)  -0.31
O (-4.46284, -0.46725, 2.70564)  0.09
O (-6.69941, -1.23383, 3.98858)  0.10
O (-2.85695, -4.81750, 2.28978)  -0.06
H (-2.71958, -2.25741, 2.00410)  0.03
H (-6.90410, -3.83901, 4.31045)  0.14
H (-6.32122, -0.37849, 3.71417)  0.11
H (-3.14345, -5.77688, 2.51345)  0.06
Br (-2.71599, -3.63899, 0.06953)  0.56
Al (-0.25569, -2.49241, -3.66554)  0.89
F (-2.89026, -7.31451, 2.71007)  -0.51
Cl (0.17246, -1.32881, 3.30098)  0.47

Calculated values
HOMO energy, eV: -9.83
Maximum force, hartree/bohr: 0.0679
Charge: +1
HOMO-LUMO gap, eV: 1.93
Molecular weight, u: 682.09

Record 4
Formula: CH16NO6
Source: the Open Molecules 2025 dataset
Level of theory: the ωB97M-V functional and the def2-TZVPD basis

Last column: Löwdin charge in e.
Positions of all 24 atoms, in Å:
C (-1.62795, -1.63904, -0.83027)  0.12
N (-1.74738, -0.89468, 0.19407)  0.20
H (-0.87462, -2.40029, -0.87326)  0.10
H (-2.43033, -1.61038, -1.55079)  0.12
H (-2.53862, -0.28717, 0.35509)  0.15
H (-1.02805, -0.88966, 0.90236)  0.12
H (1.30699, -2.19747, -1.98916)  0.07
H (0.97172, -0.64868, -1.95487)  0.03
O (1.06188, -1.45465, -1.43034)  -0.05
H (0.13449, 1.92107, -0.23473)  0.01
H (0.44043, 2.82875, -1.47496)  0.08
O (0.65298, 1.98668, -1.05809)  -0.05
H (0.42844, -1.10653, 3.59858)  0.06
H (1.52961, -0.13856, 3.05683)  0.03
O (0.59499, -0.21370, 3.28570)  -0.05
H (-1.11067, 0.80292, -3.21512)  0.07
H (-0.44364, 0.93350, -1.86919)  0.00
O (-0.95596, 0.28182, -2.41578)  -0.09
H (2.62546, 0.82711, 1.27281)  0.07
H (2.17017, -0.23472, 0.20374)  0.03
O (2.14885, -0.00095, 1.14174)  -0.05
H (0.04025, 0.73443, 1.67723)  0.01
H (-0.68744, 2.08268, 1.89732)  0.08
O (-0.66159, 1.31750, 1.31109)  -0.07

Calculated values
HOMO energy, eV: -14.68
Maximum force, hartree/bohr: 0.0280
Charge: +1
ΔE to the lowest compared entry with this formula, charge and spin, kJ/mol: 88.2
HOMO-LUMO gap, eV: 10.71
Molecular weight, u: 138.14

Record 5
Formula: C3H5N5
Source: the Open Molecules 2025 dataset
Level of theory: the ωB97M-V functional and the def2-TZVPD basis

Last column: Löwdin charge in e.
Positions of all 13 atoms, in Å:
N (1.86025, 1.32252, 0.57928)  0.05
N (0.70288, 0.62411, 0.23695)  -0.17
C (0.57518, -0.42643, 1.11214)  -0.16
N (-0.43418, -1.19236, 0.98374)  0.10
C (-1.57115, -0.63651, 0.39051)  -0.23
N (-1.70030, -0.26086, -0.79647)  0.02
N (-0.61045, -0.18202, -1.55524)  0.03
C (0.45472, 0.30128, -1.10200)  -0.16
H (1.61026, 2.32292, 0.56134)  0.11
H (2.58140, 1.13669, -0.09484)  0.07
H (1.43070, -0.68052, 1.66511)  0.11
H (-2.45474, -0.74367, 1.00836)  0.11
H (1.35246, 0.35470, -1.68173)  0.11

Calculated values
HOMO energy, eV: -9.23
Maximum force, hartree/bohr: 0.0675
ΔE to the lowest compared entry with this formula, charge and spin, kJ/mol: 364.0
HOMO-LUMO gap, eV: 9.86
SMILES string: NN1C=NC=NN=C1
Molecular weight, u: 111.11

Record 6
Formula: C11H14BrIN2O4Rh
Source: the Open Molecules 2025 dataset
Level of theory: the ωB97M-V functional and the def2-TZVPD basis

Last column: Löwdin charge in e.
Positions of all 34 atoms, in Å:
Rh (-0.39995, -0.72803, 0.41032)  0.80
C (1.63326, 1.34894, -0.68195)  -0.05
O (0.74012, 1.06615, 0.40996)  -0.36
C (-0.20548, 2.12803, 0.67671)  -0.14
C (-1.35453, 2.08955, -0.30663)  -0.15
O (-1.89323, 0.76027, -0.28626)  -0.33
C (-2.97571, 0.53426, -1.20623)  -0.02
H (2.11982, 2.30465, -0.49387)  0.11
H (1.10074, 1.37477, -1.63347)  0.10
H (2.37869, 0.55878, -0.68650)  0.09
H (0.31043, 3.08812, 0.63188)  0.15
H (-0.54648, 1.96611, 1.69796)  0.11
H (-1.04662, 2.33558, -1.32645)  0.13
H (-2.12234, 2.80056, 0.00843)  0.15
H (-3.85224, 1.09017, -0.87492)  0.11
H (-3.17990, -0.53290, -1.19018)  0.10
H (-2.68451, 0.85089, -2.20861)  0.10
Br (-0.13258, -2.49125, 6.30854)  0.83
C (-0.77524, -1.66811, 4.75506)  -0.67
C (-0.56418, -0.28931, 4.57886)  -0.16
N (-1.01143, 0.36460, 3.52766)  0.09
C (-1.63795, -0.35331, 2.57747)  -0.20
C (-1.81512, -1.73207, 2.63445)  -0.18
C (-1.41224, -2.40495, 3.78285)  -0.07
C (-2.35671, -2.47035, 1.43600)  -0.57
O (-3.33987, -3.15078, 1.47464)  0.15
O (-1.65160, -2.24915, 0.32706)  -0.19
H (-0.04178, 0.27960, 5.33799)  0.12
H (-2.15859, 0.22314, 1.81932)  0.12
H (-1.55789, -3.47178, 3.88402)  0.14
N (0.95227, -2.00276, -1.98116)  0.26
C (0.44059, -1.48878, -1.08969)  -0.32
H (1.38538, -2.53242, -2.71287)  0.14
I (1.43872, -2.05176, 1.58292)  0.61

Calculated values
HOMO energy, eV: -12.45
Maximum force, hartree/bohr: 0.0113
Charge: +1
ΔE to the lowest compared entry with this formula, charge and spin, kJ/mol: 0.0
HOMO-LUMO gap, eV: 7.67
Molecular weight, u: 547.96